[1]
Here is C41H38N8O2PPdS as an isolated structure in a non-equilibrium geometry from OMol25. Energies are from ωB97M-V/def2-TZVPD.

Calculated values
⟨S²⟩	2.03
DFT total energy	-82744.4469	eV
M	844.27	g/mol
frontier orbital gap (alpha / beta)	7.537 / 7.043	eV
multiplicity	3
energy above the lowest of the compared OMol25 structures with the same formula, charge and spin	38.3	kcal/mol
charge	+1
strongest force on any atom	0.0226	Eh/bohr
LUMO level (alpha / beta)	-2.318 / -3.102	eV

Geometry as XYZ:
```
92
Properties=species:S:1:pos:R:3:lowdin_charge:R:1
Pd 0.16 -0.78 0.30 0.68
N 1.30 -1.72 -3.82 0.05
C 0.37 -1.13 -3.06 -0.14
N 0.64 -1.36 -1.80 0.06
C 1.77 -2.13 -1.86 -0.31
N 2.21 -2.37 -3.06 0.14
C 2.33 -2.70 -0.62 -0.19
C 3.20 -3.77 -0.65 -0.05
N 3.62 -4.37 0.46 0.11
C 3.15 -3.88 1.60 -0.09
C 2.28 -2.79 1.63 -0.09
N 1.88 -2.18 0.52 0.04
H 1.38 -1.73 -4.83 0.16
H -0.44 -0.54 -3.45 0.11
H 3.56 -4.15 -1.60 0.12
H 3.46 -4.36 2.52 0.12
H 1.93 -2.42 2.58 0.09
O -0.56 -1.19 2.38 -0.57
S 0.46 -0.18 2.91 0.96
C 0.48 -0.51 4.68 -0.37
C -0.60 -1.17 5.26 -0.06
C -0.59 -1.38 6.63 -0.06
C 0.49 -0.94 7.40 -0.07
C 1.56 -0.30 6.80 -0.07
C 1.56 -0.08 5.43 -0.09
C -0.43 1.34 2.99 -0.32
C 0.17 2.52 3.39 -0.08
C -0.55 3.68 3.50 0.00
C -2.03 3.80 3.28 -0.24
C -2.65 2.59 2.55 -0.15
C -1.81 1.29 2.45 -0.13
H -1.41 -1.53 4.64 0.11
H -1.42 -1.90 7.10 0.11
H 0.49 -1.11 8.47 0.11
H 2.40 0.03 7.40 0.11
H 2.41 0.40 4.95 0.11
H 1.23 2.53 3.66 0.12
H -0.04 4.58 3.85 0.12
H -2.49 3.83 4.28 0.16
H -3.64 2.39 2.95 0.15
H -2.34 0.40 2.76 0.15
N -1.18 1.27 -1.35 -0.18
P -1.85 2.24 -2.42 0.89
C -0.78 1.97 -3.86 -0.30
C 0.59 1.82 -3.66 -0.11
C 1.44 1.68 -4.75 -0.08
C 0.92 1.68 -6.04 -0.08
C -0.44 1.85 -6.24 -0.07
C -1.30 2.00 -5.15 -0.07
C -1.73 4.03 -2.20 -0.30
C -2.30 4.92 -3.11 -0.09
C -2.10 6.29 -2.96 -0.06
C -1.31 6.76 -1.92 -0.06
C -0.72 5.88 -1.03 -0.07
C -0.92 4.51 -1.17 -0.08
C -3.52 1.84 -3.00 -0.30
C -3.73 0.51 -3.38 -0.08
C -4.99 0.06 -3.75 -0.06
C -6.06 0.94 -3.74 -0.07
C -5.87 2.26 -3.37 -0.06
C -4.61 2.71 -3.00 -0.10
H 0.98 1.80 -2.65 0.11
H 2.50 1.56 -4.59 0.11
H 1.58 1.57 -6.89 0.11
H -0.85 1.87 -7.25 0.11
H -2.36 2.13 -5.32 0.11
H -2.90 4.56 -3.94 0.10
H -2.54 6.98 -3.66 0.11
H -1.16 7.83 -1.80 0.11
H -0.09 6.25 -0.23 0.11
H -0.46 3.81 -0.48 0.10
H -2.90 -0.19 -3.38 0.10
H -5.13 -0.97 -4.04 0.11
H -7.05 0.60 -4.02 0.11
H -6.71 2.95 -3.37 0.11
H -4.48 3.75 -2.74 0.09
N -1.28 0.90 0.00 -0.06
C -1.88 1.52 0.93 -0.26
N -2.64 2.68 1.08 0.03
C -2.34 5.13 2.60 -0.12
C -3.82 5.50 2.47 -0.18
O -4.39 5.22 1.20 -0.12
C -4.84 3.90 0.99 -0.19
C -3.83 3.00 0.30 -0.12
H -1.90 5.14 1.60 0.11
H -1.85 5.92 3.17 0.12
H -3.93 6.57 2.59 0.13
H -4.41 5.01 3.26 0.13
H -5.69 3.96 0.31 0.13
H -5.20 3.46 1.92 0.12
H -3.53 3.50 -0.61 0.08
H -4.36 2.07 0.04 0.14
```

***

[2]
Here is C41H39AsBrF5NO2PdTe as an isolated structure in a non-equilibrium geometry from OMol25. Energies are from ωB97M-V/def2-TZVPD.

Calculated values
⟨S²⟩	2.04
DFT total energy	-203976.4651	eV
M	1061.60	g/mol
frontier orbital gap (alpha / beta)	7.018 / 4.954	eV
multiplicity	3
charge	-1
strongest force on any atom	0.0283	Eh/bohr
LUMO level (alpha / beta)	1.981 / -0.541	eV

Geometry as XYZ:
```
92
Properties=species:S:1:pos:R:3:lowdin_charge:R:1
Pd -0.34 -0.16 0.22 0.91
C -4.96 -5.22 3.28 -0.05
C -5.16 -4.52 1.93 -0.56
C -6.64 -4.17 1.78 -0.07
C -4.75 -5.47 0.79 -0.03
C -4.26 -3.29 1.85 -0.12
C -2.89 -3.44 2.14 -0.07
C -2.06 -2.36 2.05 -0.55
Br -0.26 -2.55 2.50 0.89
C -2.57 -1.04 1.69 -0.35
O -1.81 -0.05 1.66 -0.14
C -3.98 -0.91 1.37 -0.05
C -4.75 -2.03 1.48 0.03
C -4.62 0.40 0.90 -0.51
C -5.43 0.13 -0.38 -0.04
C -3.63 1.52 0.58 -0.07
C -5.56 0.89 2.02 -0.04
H -5.69 -6.03 3.38 0.08
H -5.10 -4.52 4.11 0.09
H -3.97 -5.66 3.37 0.08
H -7.23 -5.09 1.87 0.08
H -6.86 -3.74 0.80 0.09
H -6.97 -3.48 2.55 0.09
H -5.36 -6.38 0.84 0.09
H -3.70 -5.75 0.86 0.09
H -4.90 -5.00 -0.18 0.10
H -2.47 -4.39 2.41 0.11
H -5.80 -1.94 1.25 0.10
H -4.79 -0.33 -1.14 0.10
H -5.80 1.08 -0.77 0.08
H -6.29 -0.51 -0.21 0.07
H -2.91 1.20 -0.19 0.05
H -3.08 1.86 1.46 0.06
H -4.20 2.37 0.19 0.09
H -6.32 0.15 2.26 0.08
H -6.05 1.81 1.71 0.09
H -4.99 1.10 2.93 0.09
N 7.80 2.78 5.13 0.13
C 6.84 2.42 4.60 -0.20
C 5.64 1.97 3.94 -0.25
C 5.56 2.00 2.55 -0.03
C 4.41 1.57 1.91 -0.01
C 3.32 1.11 2.66 -0.23
C 3.41 1.09 4.05 -0.03
C 4.56 1.52 4.69 -0.04
C 2.13 0.66 1.99 -0.10
C 1.14 0.34 1.38 -0.19
H 6.40 2.35 1.97 0.12
H 4.33 1.60 0.83 0.11
H 2.56 0.74 4.63 0.11
H 4.63 1.50 5.77 0.11
F 1.78 -2.28 -2.33 -0.46
Te 0.11 -1.44 -2.53 1.85
F -1.90 -0.43 -1.04 -0.58
F -0.32 -3.29 -3.22 -0.62
F 1.23 -0.53 -3.96 -0.58
F -0.16 -2.39 -0.76 -0.57
O 0.83 -0.05 -1.35 -0.81
C 4.50 3.50 -1.22 -0.11
C 3.92 2.52 -2.02 -0.07
C 2.59 2.17 -1.86 -0.08
C 1.81 2.83 -0.91 -0.32
C 2.39 3.80 -0.09 -0.11
C 3.73 4.13 -0.25 -0.11
As -0.05 2.32 -0.64 1.40
C -0.95 2.76 -2.30 -0.32
C -0.55 2.14 -3.47 -0.10
C -1.25 2.37 -4.65 -0.07
C -2.35 3.22 -4.66 -0.09
C -2.77 3.82 -3.48 -0.09
C -2.08 3.58 -2.29 -0.12
C -0.62 3.72 0.58 -0.37
C -0.92 3.31 1.88 -0.12
C -1.32 4.25 2.83 -0.08
C -1.43 5.59 2.49 -0.09
C -1.12 6.00 1.19 -0.09
C -0.71 5.07 0.25 -0.12
H 5.54 3.76 -1.34 0.10
H 4.52 2.00 -2.76 0.11
H 2.18 1.36 -2.45 0.07
H 1.81 4.28 0.68 0.09
H 4.17 4.89 0.39 0.10
H 0.28 1.44 -3.50 0.05
H -0.93 1.88 -5.56 0.11
H -2.90 3.40 -5.58 0.10
H -3.64 4.47 -3.47 0.10
H -2.43 4.03 -1.37 0.09
H -0.83 2.27 2.15 0.08
H -1.55 3.93 3.84 0.10
H -1.74 6.32 3.22 0.10
H -1.18 7.05 0.92 0.10
H -0.45 5.39 -0.75 0.11
```